Here is a 8-piece molecular cluster, C33H61O8 overall in a non-equilibrium geometry from the Open Molecules 2025 dataset. Energies are from ωB97M-V with the def2-TZVPD basis set.

LUMO energy ... 2.029 eV
HOMO-LUMO gap ... 0.1716 hartree
E_HOMO ... -2.641 eV
Charge ... -1
Energy ... -51573.8694 eV

Last columns: bonded neighbours and bond lengths (Å).
Positions of all 102 atoms, in Å:
1 C 1.000 -2.573 2.228  C2 1.327, H21 1.149
2 C -0.065 -3.080 1.621  C1 1.327, C3 1.625
3 C -1.168 -3.389 0.468  C2 1.625, C4 1.631, H22 1.166, H23 1.153
4 C -0.532 -3.372 -1.034  C3 1.631, C5 1.613, C13 1.644
5 C 0.885 -4.139 -1.090  C4 1.613, O6 1.462, H24 1.157, H25 1.171
6 O 1.935 -3.151 -0.844  C5 1.462, C7 1.424
7 C 2.419 -2.561 -2.046  O6 1.424, C8 1.595, C12 1.571
8 C 3.817 -1.801 -1.940  C7 1.595, C9 1.576, H26 1.146
9 C 4.495 -1.072 -3.163  C8 1.576, C10 1.573, H27 1.150
10 C 3.801 -1.090 -4.574  C9 1.573, C11 1.584, H28 1.153
11 C 2.401 -1.824 -4.679  C10 1.584, C12 1.596, H29 1.162
12 C 1.698 -2.548 -3.442  C7 1.571, C11 1.596, H30 1.151
13 C -1.657 -4.154 -1.942  C4 1.644, C14 1.635, H31 1.167, H32 1.162
14 C -2.977 -3.190 -1.884  C13 1.635, C15 1.587, C20 1.600
15 C -4.436 -3.726 -1.565  C14 1.587, C16 1.601, H33 1.154
16 C -5.584 -2.612 -1.507  C15 1.601, C17 1.591, H34 1.152
17 C -5.267 -1.072 -1.750  C16 1.591, C18 1.585, H35 1.145
18 C -3.806 -0.553 -2.079  C17 1.585, C19 1.625, C20 1.575
19 C -3.429 1.009 -2.321  C18 1.625, H36 1.159, H37 1.156, H38 1.165
20 C -2.668 -1.641 -2.139  C14 1.600, C18 1.575, H39 1.155
21 H 2.016 -2.342 2.715  C1 1.149
22 H -1.982 -2.565 0.605  C3 1.166
23 H -1.678 -4.385 0.745  C3 1.153
24 H 1.044 -4.776 -2.042  C5 1.157
25 H 0.932 -4.899 -0.201  C5 1.171
26 H 4.347 -1.766 -0.924  C8 1.146
27 H 5.501 -0.554 -2.958  C9 1.150
28 H 4.325 -0.570 -5.460  C10 1.153
29 H 1.898 -1.796 -5.725  C11 1.162
30 H 0.677 -3.066 -3.565  C12 1.151
31 H -1.887 -5.218 -1.518  C13 1.167
32 H -1.290 -4.315 -3.033  C13 1.162
33 H -4.638 -4.846 -1.374  C15 1.154
34 H -6.669 -2.901 -1.252  C16 1.152
35 H -6.112 -0.302 -1.675  C17 1.145
36 H -3.961 1.358 -3.290  C19 1.159
37 H -3.677 1.677 -1.411  C19 1.156
38 H -2.272 1.042 -2.462  C19 1.165
39 H -1.601 -1.263 -2.373  C20 1.155
40 C 2.069 -6.709 2.305  C41 1.515, H43 1.094, H44 1.093, H45 1.094
41 C 0.739 -6.817 3.023  C40 1.515, O42 1.421, H46 1.093, H47 1.095
42 O 0.708 -5.925 4.128  C41 1.421, H48 0.970
43 H 2.893 -6.942 2.987  C40 1.094
44 H 2.111 -7.394 1.454  C40 1.093
45 H 2.232 -5.689 1.945  C40 1.094
46 H 0.589 -7.832 3.400  C41 1.093
47 H -0.090 -6.573 2.350  C41 1.095
48 H 0.833 -5.027 3.781  O42 0.970
49 C 1.254 -3.288 7.405  C50 1.515, H52 1.094, H53 1.093, H54 1.094
50 C 2.636 -3.826 7.090  C49 1.515, O51 1.421, H55 1.093, H56 1.095
51 O 2.721 -5.195 7.461  C50 1.421, H57 0.969
52 H 1.036 -3.392 8.471  C49 1.094
53 H 1.174 -2.234 7.129  C49 1.093
54 H 0.488 -3.853 6.866  C49 1.094
55 H 3.397 -3.274 7.646  C50 1.093
56 H 2.857 -3.737 6.021  C50 1.095
57 H 2.049 -5.676 6.956  O51 0.969
58 C 0.103 2.613 -0.724  C59 1.515, H61 1.094, H62 1.093, H63 1.094
59 C -0.446 3.636 0.250  C58 1.515, O60 1.422, H64 1.093, H65 1.094
60 O -1.858 3.499 0.356  C59 1.422, H66 0.968
61 H -0.352 2.740 -1.711  C58 1.094
62 H 1.187 2.709 -0.819  C58 1.093
63 H -0.134 1.597 -0.392  C58 1.094
64 H -0.228 4.649 -0.096  C59 1.093
65 H -0.006 3.507 1.243  C59 1.094
66 H -2.041 2.602 0.670  O60 0.968
67 C -2.627 4.835 -4.464  C68 1.515, H70 1.094, H71 1.093, H72 1.094
68 C -1.242 4.304 -4.772  C67 1.515, O69 1.421, H73 1.093, H74 1.095
69 O -1.149 2.935 -4.400  C68 1.421, H75 0.968
70 H -2.850 4.730 -3.398  C67 1.094
71 H -2.712 5.889 -4.740  C67 1.093
72 H -3.389 4.267 -5.006  C67 1.094
73 H -0.486 4.860 -4.212  C68 1.093
74 H -1.017 4.394 -5.840  C68 1.095
75 H -1.815 2.449 -4.906  O69 0.968
76 C 1.971 4.939 5.012  C77 1.515, H79 1.094, H80 1.093, H81 1.095
77 C 1.878 4.023 3.808  C76 1.515, O78 1.423, H82 1.091, H83 1.095
78 O 0.536 3.585 3.632  C77 1.423, H84 0.968
79 H 1.633 4.423 5.915  C76 1.094
80 H 2.997 5.281 5.164  C76 1.093
81 H 1.324 5.813 4.884  C76 1.095
82 H 2.507 3.143 3.949  C77 1.091
83 H 2.203 4.538 2.898  C77 1.095
84 H -0.013 4.371 3.499  O78 0.968
85 C 5.450 0.735 5.544  C86 1.516, H88 1.093, H89 1.093, H90 1.094
86 C 5.522 2.213 5.218  C85 1.516, O87 1.422, H91 1.092, H92 1.095
87 O 4.261 2.828 5.452  C86 1.422, H93 0.968
88 H 4.686 0.244 4.935  C85 1.093
89 H 6.411 0.248 5.364  C85 1.093
90 H 5.169 0.583 6.591  C85 1.094
91 H 5.781 2.360 4.167  C86 1.092
92 H 6.277 2.713 5.833  C86 1.095
93 H 4.043 2.701 6.386  O87 0.968
94 C -5.931 7.261 -7.243  C95 1.516, H97 1.093, H98 1.093, H99 1.094
95 C -4.546 6.726 -7.550  C94 1.516, O96 1.422, H100 1.092, H101 1.095
96 O -4.457 5.357 -7.178  C95 1.422, H102 0.968
97 H -6.155 7.157 -6.177  C94 1.093
98 H -6.012 8.315 -7.519  C94 1.093
99 H -6.694 6.695 -7.786  C94 1.094
100 H -3.790 7.279 -6.989  C95 1.092
101 H -4.320 6.816 -8.617  C95 1.095
102 H -5.124 4.872 -7.685  O96 0.968

Atomic partial charges in e from the Mulliken method, atoms 1 to 99: C -0.484; C -0.243; C -0.471; C 0.463; C -0.977; O -0.182; C 0.500; C -0.502; C -0.325; C -0.456; C -0.536; C 0.119; C -0.405; C 0.122; C -0.658; C -0.362; C -0.560; C 0.662; C -0.670; C -0.256; H 0.361; H 0.240; H 0.156; H 0.386; H 0.087; H 0.256; H 0.270; H 0.284; H 0.243; H 0.080; H 0.183; H 0.292; H 0.277; H 0.254; H 0.268; H 0.232; H 0.194; H 0.090; H 0.120; C -0.869; C -0.200; O -0.507; H 0.311; H 0.355; H 0.109; H 0.322; H 0.198; H 0.244; C -0.969; C -0.134; O -0.549; H 0.291; H 0.310; H 0.268; H 0.275; H 0.191; H 0.318; C -0.800; C -0.013; O -0.554; H 0.020; H 0.387; H 0.271; H 0.328; H 0.037; H 0.312; C -0.802; C -0.347; O -0.434; H 0.267; H 0.278; H 0.214; H 0.271; H 0.282; H 0.267; C -1.064; C -0.048; O -0.562; H 0.219; H 0.293; H 0.447; H 0.180; H 0.207; H 0.297; C -1.017; C -0.273; O -0.410; H 0.240; H 0.348; H 0.324; H 0.296; H 0.257; H 0.247; C -1.033; C -0.216; O -0.465; H 0.274; H 0.324; H 0.323